Formula: C5H5FN2
Source: the OMol25 dataset
Level of theory: wB97M-V/def2-TZVPD

For the HOMO energy (spin up / spin down), the calculation gives -0.30477 / -0.30467 Ha. The calculation puts the orbital gap (spin up / spin down) at 8.06 / 8.05 eV. Its largest force on an atom is 0.13573 Eh/bohr. The net charge is 0. The calculation puts the relative energy (zero: lowest compared OMol25 entry of this formula, charge and spin) at 362.0 kJ/mol. The SMILES is N#CC/C=N/C=C/F.

Geometry as XYZ:
```
13
C5H5FN2 (wB97M-V/def2-TZVPD)
C -0.19 1.08 2.76
C -0.20 -0.32 -1.71
C -1.14 -0.69 -2.79
C 0.66 0.55 0.56
C 0.48 0.05 1.95
N -0.73 1.83 3.44
N -0.05 0.02 -0.38
F -0.74 -1.60 -3.65
H 0.82 -0.66 -2.15
H -2.18 -0.35 -2.86
H 1.54 1.15 0.51
H 1.53 -0.04 2.33
H 0.20 -1.02 2.00
```

Formula: C5H5FO
Source: the OMol25 dataset
Level of theory: wB97M-V/def2-TZVPD

For the HOMO energy, the calculation gives -0.33872 Ha. The calculation puts the orbital gap at 10.15 eV. Its largest force on an atom is 0.07794 Eh/bohr. The net charge is 0. The calculation puts the relative energy (zero: lowest compared OMol25 entry of this formula, charge and spin) at 293.8 kJ/mol. The SMILES is C=C=CF.C=C=O.

Geometry as XYZ:
```
12
C5H5FO (wB97M-V/def2-TZVPD)
C 1.83 -1.14 1.11
C 1.75 -0.30 0.15
C -1.67 -0.10 0.34
C -2.08 0.11 1.52
C 1.45 0.72 -0.63
O -1.50 -0.38 -0.76
F 0.43 1.47 -0.31
H 2.36 -0.95 1.97
H -2.85 0.72 1.94
H 1.27 -2.12 1.01
H -1.21 -0.18 2.16
H 2.02 1.01 -1.55
```

Formula: C5H5FO4Pm
Source: the OMol25 dataset
Level of theory: wB97M-V/def2-TZVPD

For the HOMO energy (spin up / spin down), the calculation gives -0.59614 / -0.68831 Ha. The calculation puts the orbital gap (spin up / spin down) at 5.41 / 7.92 eV. Its largest force on an atom is 0.13401 Eh/bohr. The net charge is +2. The expectation value of S² is 8.76. As for the spin multiplicity: 6. The calculation puts the relative energy (zero: lowest compared OMol25 entry of this formula, charge and spin) at 0.0 kJ/mol.

Geometry as XYZ:
```
16
C5H5FO4Pm (wB97M-V/def2-TZVPD)
C -1.27 -0.01 -0.10
C -0.87 1.44 -0.15
O -1.90 2.17 0.37
C -2.78 1.34 0.99
O -2.44 0.08 0.76
O -3.71 1.72 1.63
O -0.42 -0.90 0.30
F -1.81 -0.39 -1.34
H 2.40 0.67 -1.84
Pm 1.89 -1.58 0.32
H -0.08 1.99 -0.64
C 3.12 -1.31 -2.31
C 3.21 -0.10 -1.73
H 2.24 -1.60 -2.89
H 3.95 -2.02 -2.26
H 4.11 0.21 -1.18
```

Formula: C5H5FO4Rb
Source: the OMol25 dataset
Level of theory: wB97M-V/def2-TZVPD

For the HOMO energy (spin up / spin down), the calculation gives -0.18498 / -0.25065 Ha. The calculation puts the orbital gap (spin up / spin down) at 3.97 / 5.75 eV. Its largest force on an atom is 0.05786 Eh/bohr. The net charge is 0. The expectation value of S² is 0.76. As for the spin multiplicity: 2. The calculation puts the relative energy (zero: lowest compared OMol25 entry of this formula, charge and spin) at 61.1 kJ/mol.

Geometry as XYZ:
```
16
C5H5FO4Rb (wB97M-V/def2-TZVPD)
C 1.10 1.28 1.21
H 1.06 0.73 0.01
H 0.28 2.00 1.13
C 0.97 0.50 2.44
O -0.03 0.46 3.16
Rb -3.02 0.14 2.56
H 1.86 -0.08 2.74
O -0.95 -2.01 -1.86
O -1.12 0.10 -1.41
O -2.47 -1.34 -0.34
C 0.21 -1.39 -2.40
C 0.24 -0.06 -1.84
C -1.65 -1.11 -1.22
H 1.02 -2.06 -2.65
F 0.45 0.98 -2.76
H 2.04 1.86 1.23
```

Formula: C5H5FO4Ru
Source: the OMol25 dataset
Level of theory: wB97M-V/def2-TZVPD

For the HOMO energy (spin up / spin down), the calculation gives -0.65167 / -0.70154 Ha. The calculation puts the orbital gap (spin up / spin down) at 9.00 / 5.35 eV. Its largest force on an atom is 0.17206 Eh/bohr. The net charge is +2. The expectation value of S² is 12.01. As for the spin multiplicity: 7. The calculation puts the relative energy (zero: lowest compared OMol25 entry of this formula, charge and spin) at 41.3 kJ/mol.

Geometry as XYZ:
```
16
C5H5FO4Ru (wB97M-V/def2-TZVPD)
C -0.84 0.64 -1.14
C -0.74 1.24 0.26
O -2.07 1.35 0.72
C -2.92 0.85 -0.19
O -2.25 0.33 -1.23
O -4.10 0.78 -0.04
O -0.12 -0.38 -1.49
F -0.66 1.66 -2.07
H -0.24 2.21 0.29
Ru 1.49 -1.14 -1.34
H 0.01 0.58 0.98
C 2.35 -2.06 1.16
C 2.26 -0.80 0.78
H 1.47 -2.70 1.30
H 3.34 -2.54 1.28
H 3.03 -0.02 0.73
```

Formula: C5H5FOS
Source: the OMol25 dataset
Level of theory: wB97M-V/def2-TZVPD

For the HOMO energy, the calculation gives -0.36157 Ha. The calculation puts the orbital gap at 9.95 eV. Its largest force on an atom is 0.04804 Eh/bohr. The net charge is 0. The calculation puts the relative energy (zero: lowest compared OMol25 entry of this formula, charge and spin) at 149.1 kJ/mol. The SMILES is C=C(F)C(=C)SC=O.

Geometry as XYZ:
```
13
C5H5FOS (wB97M-V/def2-TZVPD)
C -0.56 -0.92 -0.29
C -1.01 -2.05 0.27
C 0.57 -0.10 0.20
C 0.73 0.07 1.51
C 0.45 2.15 -1.43
H -0.36 -2.57 0.97
H -1.94 -2.52 -0.05
H 1.53 0.70 1.85
H 0.06 -0.33 2.27
H -0.45 2.09 -0.83
O 0.80 2.97 -2.27
F -1.32 -0.26 -1.21
S 1.51 0.78 -1.02
```

Formula: C5H5IN2OS
Source: the OMol25 dataset
Level of theory: wB97M-V/def2-TZVPD

For the HOMO energy (spin up / spin down), the calculation gives -0.23344 / -0.31148 Ha. The calculation puts the orbital gap (spin up / spin down) at 6.62 / 6.46 eV. Its largest force on an atom is 0.10426 Eh/bohr. The net charge is 0. The expectation value of S² is 2.02. As for the spin multiplicity: 3.

Geometry as XYZ:
```
15
C5H5IN2OS (wB97M-V/def2-TZVPD)
C -1.79 1.03 0.04
C -0.52 -1.04 -0.12
C -1.68 -0.35 -0.10
C 0.99 0.86 0.17
C 1.92 -1.16 0.03
N -0.80 1.91 0.03
N 0.72 -0.41 -0.08
O 1.99 1.51 0.23
S -0.71 3.51 -0.02
I -3.52 -1.38 0.05
H -2.86 1.50 0.04
H -0.37 -2.09 -0.38
H 2.67 -0.52 0.44
H 2.28 -1.42 -1.00
H 1.68 -1.96 0.65
```

Formula: C5H5IO2
Source: the OMol25 dataset
Level of theory: wB97M-V/def2-TZVPD

For the HOMO energy, the calculation gives -0.31153 Ha. The calculation puts the orbital gap at 8.33 eV. Its largest force on an atom is 0.10635 Eh/bohr. The net charge is 0. The calculation puts the relative energy (zero: lowest compared OMol25 entry of this formula, charge and spin) at 181.2 kJ/mol.

Geometry as XYZ:
```
13
C5H5IO2 (wB97M-V/def2-TZVPD)
C 0.66 -0.90 1.04
C -0.34 -0.69 0.08
C 1.88 -0.34 1.07
C -0.94 0.68 -0.20
C 0.03 -0.01 -1.11
O 2.90 0.06 1.55
O -2.47 0.98 -0.47
I 2.04 0.52 -1.28
H 0.44 -1.69 1.82
H -1.00 -1.57 -0.02
H -0.31 1.40 0.47
H -0.47 -0.24 -2.07
H -2.40 1.80 -0.89
```